The following is a quantum chemistry calculation of C25H21N2O3PtS3 as an isolated structure, from OMol25.

ORCA input file:
```
! wB97M-V def2-TZVPD RIJCOSX def2/J DEFGRID3
* xyz -1 1
Pt -1.0267 -1.6808 -0.3172
C -5.0960 -0.2994 -0.1829
C -3.7572 -0.7606 -0.7611
O -3.1992 -1.7483 -0.2085
C -3.3090 -0.0080 -1.8548
C -2.0781 -0.0430 -2.5257
C -1.7687 1.0533 -3.5179
N -1.1636 -0.9739 -2.3192
N 0.0246 -0.8807 -2.9491
C 1.0365 -1.4579 -2.3460
O 0.9977 -2.0595 -1.2174
C 2.3509 -1.3294 -3.0132
C 3.4697 -1.9482 -2.4589
C 4.7194 -1.7694 -3.0194
C 4.8714 -0.9622 -4.1348
C 3.7628 -0.3479 -4.6948
C 2.5115 -0.5310 -4.1424
H -5.3312 -0.8642 0.7171
H -5.8943 -0.4362 -0.9141
H -5.0475 0.7600 0.0675
H -3.9768 0.7825 -2.1710
H -2.6332 1.6914 -3.6817
H -1.4426 0.6168 -4.4597
H -0.9386 1.6501 -3.1433
H 3.3315 -2.5583 -1.5792
H 5.5854 -2.2435 -2.5769
H 5.8519 -0.8048 -4.5627
H 3.8839 0.2925 -5.5576
H 1.6412 -0.0534 -4.5610
O -1.0898 -0.1396 1.2257
C -0.3098 0.3616 2.2120
C -0.4102 1.8755 2.1214
C -0.2169 2.5961 0.9837
C -0.4123 3.9818 1.1702
C -0.7547 4.2905 2.4455
S -0.8565 2.8905 3.4457
C -0.8386 -0.1375 3.5488
C -2.1420 -0.4210 3.8044
C -2.3538 -0.9455 5.0967
C -1.2045 -1.0616 5.8065
S 0.1617 -0.5299 4.9058
C 1.1652 0.0068 2.1548
C 1.7481 -1.0962 1.6251
C 3.1423 -1.1489 1.8548
C 3.5952 -0.0969 2.5787
S 2.3313 1.0082 2.9651
H 0.0524 2.1237 0.0546
H -0.3036 4.7080 0.3824
H -0.9489 5.2526 2.8767
H -2.9006 -0.2630 3.0609
H -3.3218 -1.2284 5.4683
H -1.0635 -1.4273 6.8038
H 1.1914 -1.8436 1.0812
H 3.7725 -1.9412 1.4924
H 4.5919 0.0996 2.9207
*
```

LUMO (spin up / spin down), Ha: 0.0949 / 0.0949
Orbital gap (spin up / spin down), eV: 6.7022 / 6.5976
Strongest force on any atom, eV/A: 2.0
Electronic energy, Ha: -2614.333217
Relative energy (zero: lowest compared OMol25 entry of this formula, charge and spin), kcal per mole: 70.42

Just the Löwdin charges please, in e? Sure, here they are: Pt 1.152; C -0.032; C -0.481; O -0.156; C -0.063; C -0.336; C -0.039; N -0.114; N 0.035; C -0.478; O -0.173; C -0.141; C -0.026; C -0.096; C -0.112; C -0.099; C -0.036; H 0.072; H 0.074; H 0.078; H 0.089; H 0.066; H 0.071; H 0.078; H 0.108; H 0.095; H 0.091; H 0.094; H 0.100; O -0.281; C -0.666; C -0.487; C -0.118; C -0.194; C -0.432; S 1.033; C -0.479; C -0.122; C -0.195; C -0.429; S 1.020; C -0.477; C -0.128; C -0.183; C -0.420; S 1.010; H 0.121; H 0.093; H 0.046; H 0.115; H 0.091; H 0.046; H 0.068; H 0.096; H 0.049

The following is a quantum chemistry calculation of C25H21N4O6S3Se2W as an isolated structure, from OMol25.

ORCA input file:
```
! wB97M-V def2-TZVPD RIJCOSX def2/J DEFGRID3
* xyz 1 1
W -0.0326 0.7901 0.0172
C -3.2669 3.5169 4.0214
Se -2.3749 2.6616 2.5284
C -1.4510 4.2159 1.7806
C -1.6486 4.3330 0.2755
Se -1.9735 2.6272 -0.6334
C -1.7150 3.3088 -2.4171
H -2.5249 3.9744 4.6692
H -3.7728 2.7210 4.5618
H -3.9903 4.2447 3.6672
H -0.3929 4.1184 2.0099
H -1.8560 5.0831 2.2959
H -0.7771 4.7494 -0.2289
H -2.5333 4.9239 0.0440
H -2.4461 4.1070 -2.5339
H -1.9046 2.5059 -3.1204
H -0.6952 3.6720 -2.5219
O 0.9319 1.6322 3.7398
C 0.3367 1.2855 2.7878
O 0.4919 1.8481 1.5254
C -0.7234 0.1717 2.7111
O -1.1529 -0.4716 3.5978
O -1.1389 0.0444 1.3990
O 2.0653 0.3314 0.0993
S 1.8495 -1.0804 0.6316
O 1.5945 -1.1583 2.0383
N 0.5333 -1.2340 -0.2882
C -0.4024 -2.2687 -0.1480
C -0.1250 -3.5494 0.2411
C -1.1527 -4.5145 0.2492
C -2.4141 -4.1898 -0.1575
C -2.7159 -2.8666 -0.5582
C -4.0019 -2.4667 -0.9875
C -4.2095 -1.1708 -1.3449
C -3.1463 -0.2540 -1.2514
N -1.9410 -0.5717 -0.8414
C -1.7073 -1.8917 -0.5229
C 3.1606 -2.0847 0.1773
C 3.5032 -2.1306 -1.1760
C 4.5765 -2.9147 -1.5487
C 5.2745 -3.6322 -0.5816
C 4.9101 -3.5828 0.7586
C 3.8425 -2.7985 1.1589
H 0.8785 -3.8274 0.5373
H -0.9260 -5.5213 0.5711
H -3.2016 -4.9317 -0.1718
H -4.8008 -3.1963 -1.0276
H -5.1717 -0.8193 -1.6876
H -3.3248 0.7712 -1.5365
H 2.9464 -1.5598 -1.9081
H 4.8688 -2.9623 -2.5886
H 6.1234 -4.2338 -0.8787
H 5.4614 -4.1538 1.4924
H 3.5433 -2.7228 2.1952
S 1.2488 2.8252 -0.9045
C 2.2166 2.0068 -2.1077
C 3.6078 2.3278 -2.2027
N 4.7358 2.5450 -2.2375
C 1.6529 1.0181 -2.8208
S -0.0100 0.5581 -2.4870
C 2.3553 0.2556 -3.8051
N 2.9123 -0.4143 -4.5560
*
```

LUMO, Ha: -0.1955
Orbital gap, eV: 5.8048
Strongest force on any atom, eV/A: 3.7
Electronic energy, Ha: -7700.011601
Relative energy (zero: lowest compared OMol25 entry of this formula, charge and spin), kcal per mole: 45.53

Just the Löwdin charges please, in e? Sure, here they are: W 1.486; C -0.350; Se 1.048; C -0.478; C -0.464; Se 0.929; C -0.350; H 0.037; H 0.029; H 0.030; H 0.067; H 0.080; H 0.060; H 0.085; H 0.051; H 0.011; H 0.008; O 0.227; C -0.524; O -0.350; C -0.552; O 0.214; O -0.265; O -0.429; S 0.719; O -0.209; N -0.266; C -0.241; C 0.023; C -0.032; C -0.005; C -0.126; C 0.033; C -0.008; C -0.135; N -0.044; C -0.155; C -0.304; C -0.024; C -0.030; C -0.028; C -0.039; C -0.030; H 0.120; H 0.120; H 0.125; H 0.134; H 0.121; H 0.051; H 0.101; H 0.123; H 0.120; H 0.120; H 0.125; S 0.743; C -0.671; C -0.232; N 0.202; C -0.666; S 0.718; C -0.253; N 0.199

The following is a quantum chemistry calculation of C25H22BaNO5 as an isolated structure, from OMol25.

ORCA input file:
```
! wB97M-V def2-TZVPD RIJCOSX def2/J DEFGRID3
* xyz -1 1
C -1.5857 0.1319 -1.7878
C -0.9024 1.3940 -1.6149
C 0.4329 1.2517 -2.1447
H -1.2789 2.2719 -1.0551
C 0.5666 -0.1238 -2.6333
C -0.6874 -0.8029 -2.3950
H -0.8932 -1.8839 -2.5557
H -2.6106 -0.0985 -1.4601
H 1.2880 1.9465 -1.9263
H 1.5478 -0.6330 -2.8278
C -0.0663 -0.1271 2.4612
C -1.3829 -0.0681 1.8798
C -1.6605 -1.3191 1.2280
H -2.0274 0.8265 1.8519
C -0.5237 -2.1790 1.4087
C 0.4736 -1.4526 2.1861
H 1.5779 -1.6947 2.2028
H 0.5186 0.7614 2.8126
H -2.5802 -1.5632 0.6610
H -0.3696 -3.1627 0.9002
Ba 0.6991 -0.2219 -0.0480
O 4.0387 -0.5655 -0.3485
C 4.7193 0.6673 -0.7291
C 5.2374 -0.6655 -1.2214
H 4.1653 1.2965 -1.4464
H 5.2974 1.1726 0.0645
H 5.0111 -0.9209 -2.2688
H 7.3613 -1.5268 -2.6067
C 7.5050 -1.6580 -1.5339
C 6.4629 -1.2584 -0.6665
C 6.6266 -1.4282 0.7208
H 5.8143 -1.1511 1.3957
C 7.8049 -1.9817 1.2211
H 7.9193 -2.1194 2.2956
C 8.8342 -2.3639 0.3556
H 9.7543 -2.7946 0.7490
C 8.6759 -2.1988 -1.0250
H 9.4652 -2.4978 -1.7095
O -3.7408 2.3450 -1.6665
C -3.8830 1.8146 -0.5317
O -3.0176 1.2123 0.1631
C -5.2633 1.8509 0.0981
C -5.4916 1.2750 1.3723
C -6.7726 1.1531 1.8948
C -7.8879 1.5993 1.1452
C -7.6744 2.1743 -0.1328
C -6.3825 2.2909 -0.6382
N -9.2285 1.4390 1.6668
O -9.3570 0.9164 2.8021
O -10.1856 1.8268 0.9520
H -4.6552 0.9051 1.9585
H -6.9191 0.7076 2.8722
H -8.5223 2.5123 -0.7181
H -6.2473 2.7184 -1.6277
*
```

LUMO, Ha: 0.0643
Orbital gap, eV: 6.0922
Strongest force on any atom, eV/A: 2.5
Electronic energy, Ha: -1422.162026

Just the Löwdin charges please, in e? Sure, here they are: C -0.209; C -0.246; C -0.379; H 0.099; C -0.393; C -0.261; H 0.093; H 0.096; H 0.076; H 0.072; C -0.350; C -0.241; C -0.217; H 0.080; C -0.299; C -0.408; H 0.077; H 0.088; H 0.105; H 0.091; Ba 2.003; O -0.128; C -0.076; C -0.207; H 0.116; H 0.124; H 0.152; H 0.113; C -0.038; C -0.185; C -0.022; H 0.119; C -0.080; H 0.103; C -0.092; H 0.100; C -0.092; H 0.101; O -0.029; C -0.632; O -0.122; C -0.086; C -0.002; C -0.002; C -0.162; C -0.003; C -0.011; N -0.325; O 0.025; O 0.024; H 0.111; H 0.108; H 0.106; H 0.112